DFT (ωB97M-V/def2-TZVPD) results for 4 unconnected molecules or ions with the total composition C16H44ClN3O3.

E_HOMO: -14.0671 eV
ΔE to the lowest compared entry with this formula, charge and spin: 0.0258 eV
gap between HOMO and LUMO: 9.51 eV
lowest unoccupied orbital energy: -4.560 eV
charge: +2
calculated total energy: -1485.6511 Ha

Structure (XYZ):
```
67
Properties=species:S:1:pos:R:3:forces:R:3:nbo_charge:R:1
Cl -6.98624 12.81819 13.25542 0.3 -0.3 0.3 -0.905
C -12.13061 6.19001 15.06259 -0.1 0.4 -0.7 -0.650
C -12.40807 7.57104 15.63578 0.2 -0.1 0.1 -0.208
N -11.17733 8.29865 16.13032 0.4 0.7 -0.1 -0.202
C -11.57990 9.69154 16.47662 1.0 0.8 0.2 -0.430
C -10.55401 7.63863 17.33788 -0.6 -0.3 0.5 -0.225
C -11.54877 7.35935 18.47000 0.7 -0.2 0.5 -0.657
C -10.14413 8.35863 15.00444 -0.9 -0.1 0.1 -0.226
C -9.09127 9.44786 15.04145 -0.2 0.3 -0.2 -0.071
O -8.45346 9.52354 16.27974 0.2 -0.3 0.4 -0.560
C -7.32665 10.38578 16.29564 0.2 0.5 -0.4 -0.271
H -11.30959 5.64832 15.52469 -0.2 -0.1 0.3 0.224
H -11.88581 6.26975 14.00181 0.1 0.0 0.0 0.226
H -13.05633 5.62111 15.10884 0.1 -0.2 0.2 0.261
H -13.11243 7.52533 16.46187 0.1 0.0 0.1 0.237
H -12.84227 8.24561 14.89962 0.0 -0.2 -0.1 0.223
H -12.06248 10.20124 15.64628 -0.5 -0.4 0.0 0.235
H -10.67379 10.27661 16.63267 0.1 -0.2 0.2 0.238
H -12.11312 9.72340 17.41830 -0.5 -0.1 -0.2 0.243
H -9.73724 8.26484 17.67723 0.0 0.1 -0.3 0.254
H -10.15932 6.68600 16.99610 0.2 0.1 -0.1 0.221
H -11.04302 7.51033 19.42612 0.1 0.1 -0.1 0.252
H -11.80554 6.30243 18.49171 -0.6 0.1 -0.2 0.240
H -12.40959 8.01928 18.50508 -0.2 -0.2 -0.1 0.223
H -10.76381 8.55102 14.12618 0.3 -0.2 -0.2 0.229
H -9.71168 7.36290 14.95950 0.1 0.0 -0.1 0.230
H -9.51787 10.42568 14.78297 -0.1 0.0 0.0 0.192
H -8.41941 9.20247 14.20565 0.2 0.0 0.2 0.186
H -7.44108 11.19197 15.56049 0.0 -0.1 -0.1 0.206
H -6.40892 9.83440 16.07060 -0.1 -0.1 0.0 0.179
H -7.21406 10.86072 17.26870 -0.2 -0.3 0.2 0.198
C -6.49539 13.98523 17.52181 0.4 -0.2 0.4 -0.642
C -5.39937 14.55181 16.64260 -0.2 -0.4 0.0 -0.063
C -4.41271 13.49977 16.19739 0.5 0.0 0.1 -0.086
O -3.45847 14.15435 15.39025 0.0 0.1 0.0 -0.551
C -2.96252 13.36040 14.32589 -0.3 0.1 -0.2 -0.266
N -6.01714 15.15557 15.41624 -0.1 0.4 0.1 -0.699
H -5.31235 15.57444 14.80416 0.1 0.0 0.2 0.452
H -6.50846 14.45123 14.83849 -0.2 -0.4 -0.2 0.475
H -6.67182 15.87574 15.72023 -0.1 0.0 -0.3 0.433
H -6.03421 13.53883 18.40554 0.1 0.0 -0.1 0.248
H -7.02343 13.18370 17.00616 -0.3 0.2 -0.1 0.219
H -7.16264 14.74955 17.91875 -0.2 0.0 -0.3 0.237
H -4.85752 15.35182 17.14539 0.0 0.0 0.0 0.233
H -4.88184 12.67559 15.64630 -0.2 0.1 0.0 0.192
H -3.94308 13.09437 17.10172 0.0 -0.1 -0.1 0.201
H -2.28336 13.97700 13.74277 0.1 0.0 0.1 0.215
H -3.80374 13.08667 13.67517 0.1 -0.2 0.0 0.178
H -2.44246 12.46899 14.68436 0.0 0.0 0.1 0.177
C -4.92687 7.97635 11.35144 1.3 -0.3 0.1 -0.659
C -5.24040 9.19041 12.19480 -0.9 0.4 -0.5 -0.041
C -4.03292 9.87415 12.78842 0.4 -0.2 -0.4 -0.088
O -3.26118 10.27127 11.68310 0.1 0.2 -0.1 -0.569
C -2.00165 10.88402 12.00006 -0.6 -0.4 0.0 -0.244
N -5.98299 10.22300 11.35680 -0.5 -0.4 0.8 -0.702
H -5.45669 10.58835 10.56390 0.1 -0.1 0.0 0.452
H -6.85362 9.77518 11.07660 0.1 0.2 -0.6 0.426
H -6.27498 10.99186 11.98408 0.1 0.8 0.0 0.477
H -4.74118 7.13502 12.02123 -0.3 -0.1 -0.1 0.244
H -3.96167 8.12434 10.86146 -0.1 0.2 -0.1 0.254
H -5.62030 7.69557 10.56201 -0.4 0.1 0.3 0.233
H -5.98144 8.95986 12.96317 0.2 -0.1 0.2 0.205
H -3.48829 9.12336 13.37525 0.0 0.2 0.3 0.198
H -4.32126 10.74377 13.39021 -0.1 -0.1 0.2 0.194
H -1.56074 10.36842 12.85547 0.2 0.1 0.0 0.180
H -2.15345 11.94089 12.22194 0.1 0.0 0.0 0.176
H -1.39111 10.75266 11.11343 0.2 0.1 0.1 0.218
```
Positions in Å, forces in eV/Å.

DFT (ωB97M-V/def2-TZVPD) results for a molecular structure, C16H44N4O4Zr.

E_HOMO: -23.3571 eV
ΔE to the lowest compared entry with this formula, charge and spin: 0.2133 eV
gap between HOMO and LUMO: 9.66 eV
lowest unoccupied orbital energy: -13.696 eV
charge: +4
calculated total energy: -1201.4003 Ha

Structure (XYZ):
```
69
Properties=species:S:1:pos:R:3:forces:R:3:nbo_charge:R:1
Zr -0.12371 0.19075 -0.23840 0.8 0.4 3.3 2.556
C 2.40574 3.21918 -1.21357 -1.0 2.3 1.9 -0.650
C 1.97662 1.98006 -1.92603 1.3 -0.8 0.5 -0.099
C 2.60103 0.60492 -1.57774 -0.1 2.1 -3.4 -0.090
O 1.91655 -0.13500 -0.60825 1.1 0.4 1.1 -0.633
C 2.72621 -1.26682 -0.31315 2.5 -1.2 -0.5 -0.294
N 0.54818 1.72106 -1.77791 -2.5 2.8 -3.7 -0.960
H 1.61833 3.39574 -0.45307 0.9 0.2 0.3 0.164
H 2.36264 4.21939 -1.72908 -0.1 -1.3 -0.5 0.298
H 3.39640 3.25970 -0.77413 0.1 -0.5 0.2 0.281
H 2.25232 2.27592 -2.90765 0.0 -0.9 -1.5 0.271
H 3.58559 0.87012 -1.34058 1.8 -0.6 0.8 0.252
H 2.56634 0.04019 -2.52709 0.4 -0.1 0.5 0.223
H 2.95642 -1.86523 -1.21773 -0.2 0.7 0.1 0.245
H 2.33480 -1.96463 0.36210 -1.4 -0.5 1.1 0.223
H 3.68632 -0.98228 0.15891 -0.4 0.3 -0.5 0.256
H 0.14618 2.67489 -1.67362 0.0 -0.3 1.0 0.436
H 0.17988 1.73815 -2.79626 0.6 -1.2 1.6 0.451
C -3.80395 -0.84216 -0.98475 -2.1 0.8 -0.5 -0.672
C -3.23858 0.60982 -0.81943 -2.6 -3.1 1.5 -0.091
C -3.26406 1.02809 0.67437 1.4 1.7 -2.7 -0.078
O -1.90667 0.70114 1.21275 -2.7 -1.2 -1.5 -0.607
C -2.05421 0.85937 2.57960 0.4 2.9 2.1 -0.309
N -1.84499 0.60249 -1.35110 -4.4 2.6 -3.7 -0.988
H -3.58334 -1.44794 -1.89375 0.0 1.0 0.2 0.249
H -4.92278 -0.73398 -0.92919 0.9 -0.2 -0.4 0.304
H -3.64092 -1.49586 -0.16289 0.3 -0.4 1.1 0.202
H -3.91001 1.28011 -1.42250 0.8 -0.4 0.5 0.273
H -4.11804 0.58576 1.18083 0.4 -0.1 0.4 0.270
H -3.27609 2.14407 0.66877 -0.5 -0.7 0.6 0.231
H -1.93124 1.91107 2.83701 -0.3 0.5 -0.1 0.208
H -1.32413 0.42921 3.13653 2.8 -1.8 1.0 0.207
H -2.89336 0.58132 3.17527 -1.7 -0.7 -0.9 0.268
H -2.17687 0.36352 -2.32928 1.6 -0.9 0.8 0.466
H -1.99775 1.58453 -1.58084 1.8 1.2 0.1 0.447
C 2.28828 2.63845 2.62490 -0.8 0.2 -0.1 -0.645
C 1.79279 1.59155 1.59397 4.3 -0.2 2.1 -0.092
C 1.67905 0.29490 2.35737 5.1 1.0 1.2 -0.108
O 0.76226 -0.54434 1.84295 -2.2 -2.3 -1.2 -0.599
C 0.69674 -1.69320 2.72655 -1.9 0.1 0.3 -0.275
N 0.49255 1.80386 1.13125 -1.7 5.0 0.6 -0.967
H 1.42855 2.84155 3.24225 -0.3 0.1 0.9 0.208
H 2.58754 3.61807 2.28910 0.1 0.2 -0.9 0.267
H 3.11620 2.33297 3.25445 0.0 -0.6 0.0 0.282
H 2.52360 1.61336 0.81614 0.2 -0.4 -0.7 0.229
H 1.51351 0.59726 3.37468 -0.9 -0.2 0.8 0.230
H 2.66639 -0.26286 2.44282 -0.8 0.9 -0.3 0.232
H 0.03326 -2.46183 2.39704 0.0 -0.5 -0.9 0.203
H 0.24876 -1.41974 3.64737 -0.5 0.9 1.0 0.231
H 1.61459 -2.08083 3.03836 1.9 -0.5 -0.4 0.246
H 0.51561 2.85442 0.93023 -0.5 -1.5 -0.6 0.450
H 0.03750 1.91953 2.05699 -0.9 -0.6 -0.6 0.443
C -1.29368 -4.08809 -0.07015 0.8 -1.6 0.1 -0.668
C -0.46988 -2.86771 -0.29312 1.7 -0.1 -0.7 -0.075
C -0.34928 -2.44926 -1.69464 2.1 -5.1 -0.8 -0.100
O 0.15291 -1.17388 -1.85588 -0.1 0.1 -2.4 -0.621
C -0.03759 -0.94542 -3.28022 3.3 -0.1 -0.5 -0.257
N -1.06692 -1.64767 0.23372 -3.6 -2.8 1.0 -1.012
H -2.34114 -4.11799 -0.44753 0.9 0.1 -0.2 0.259
H -1.33535 -4.25659 1.00324 -0.2 -0.2 0.3 0.251
H -0.61296 -4.92468 -0.43424 -1.5 0.6 0.1 0.293
H 0.55172 -3.08619 0.04730 -0.3 0.4 0.6 0.236
H -1.23170 -2.52896 -2.19288 -3.2 0.0 -1.2 0.202
H 0.22370 -3.27998 -2.22966 0.1 1.4 0.4 0.257
H 0.65459 -0.22075 -3.61643 1.0 0.9 0.0 0.213
H -0.93728 -0.55221 -3.55591 -2.9 0.3 -0.3 0.196
H 0.26704 -1.80643 -3.85945 -0.4 -0.5 0.1 0.271
H -1.38836 -1.89770 1.14884 0.6 0.6 1.8 0.434
H -2.03186 -1.93628 -0.10759 0.8 1.7 -0.6 0.478
```
Positions in Å, forces in eV/Å.

DFT (ωB97M-V/def2-TZVPD) results for a molecular structure, C16H45AgN4O5.

E_HOMO (alpha / beta): -10.7272 / -10.7272 eV
ΔE to the lowest compared entry with this formula, charge and spin: 5.8608 eV
2S+1: 2
gap between HOMO and LUMO (alpha / beta): 3.72 / 3.73 eV
lowest unoccupied orbital energy (alpha / beta): -7.005 / -6.997 eV
charge: +1
calculated total energy: -1378.1886 Ha

Structure (XYZ):
```
71
Properties=species:S:1:pos:R:3:forces:R:3:mulliken_spin:R:1
Ag 0.75721 -1.03044 4.62482 -0.1 0.1 -0.2 -0.002
O -0.83479 1.57559 2.15810 0.1 -0.3 0.1 1.023
H -1.04803 1.13837 1.31081 0.0 0.1 0.0 -0.022
C -5.86545 -4.85609 4.10318 -0.4 -1.6 -1.4 0.000
C -4.78033 -4.26777 3.23399 -1.5 1.4 -0.5 0.000
C -5.41934 -3.46359 2.01095 1.4 -1.9 0.2 0.000
O -5.98436 -4.40945 1.05904 1.8 1.2 1.0 0.000
C -7.34884 -4.37734 0.84886 -0.6 0.4 -0.6 0.000
N -4.01456 -3.42711 4.14011 0.7 0.9 0.2 0.000
H -6.73412 -4.22994 4.30680 0.4 0.5 0.2 0.000
H -5.38242 -5.21853 5.01060 -0.6 -0.3 0.1 0.000
H -6.26296 -5.67005 3.49690 -0.3 -0.6 0.5 0.000
H -4.06023 -5.00114 2.87103 -0.5 -0.3 -0.3 0.000
H -4.56470 -3.00033 1.51792 -0.1 0.3 -0.2 0.000
H -6.10198 -2.68248 2.34558 -0.3 -0.2 0.0 0.000
H -7.74882 -3.39643 0.59209 0.1 0.6 0.5 0.000
H -7.85169 -4.78360 1.72648 -0.6 -0.2 -0.3 0.000
H -7.50182 -4.87260 -0.11000 -0.3 -0.8 0.4 0.000
H -3.94172 -4.06457 4.92013 1.0 0.0 0.4 0.000
H -4.68586 -2.80576 4.56835 -0.2 0.8 -0.1 0.000
C -5.33233 3.03806 -2.38061 -0.3 -1.9 0.2 0.000
C -4.54399 4.09988 -3.01419 0.2 2.6 -0.9 0.000
C -4.95233 4.49235 -4.50724 -0.4 -1.7 0.5 0.000
O -4.92925 3.37896 -5.41320 0.6 0.1 0.2 0.000
C -3.59667 2.97769 -5.75678 -0.5 0.7 0.2 0.000
N -4.69861 5.33539 -2.20055 0.1 0.5 -0.6 0.000
H -5.36698 2.15214 -3.01469 -0.3 0.0 -0.3 0.000
H -6.34036 3.33745 -2.09362 0.0 0.1 -0.2 0.000
H -4.83514 2.66693 -1.48442 0.0 0.3 0.3 0.000
H -3.47098 3.93603 -2.91471 0.0 -0.7 -0.6 0.000
H -4.42773 5.38655 -4.84388 0.9 -0.2 -0.2 0.000
H -5.98471 4.82709 -4.60845 -0.3 -0.2 0.8 0.000
H -3.05281 2.61062 -4.88639 0.2 0.2 0.1 0.000
H -3.14888 3.88010 -6.17299 0.7 -0.2 -0.1 0.000
H -3.58212 2.17427 -6.49326 -0.5 0.2 0.0 0.000
H -5.29195 5.92337 -2.76827 -0.9 0.3 0.4 0.000
H -3.84518 5.86147 -2.32303 0.5 0.1 0.4 0.000
C 3.02413 -3.48519 -2.15773 0.3 0.2 -1.6 0.000
C 2.30862 -2.28120 -1.60213 -1.0 -0.5 -2.3 0.000
C 1.28688 -1.65118 -2.71197 1.7 -1.2 0.2 0.000
O 1.88118 -1.27587 -3.97869 -0.2 0.3 0.8 0.000
C 2.95118 -0.33364 -3.87697 -0.3 -0.2 2.2 0.000
N 1.54610 -2.75242 -0.50217 -0.4 0.0 2.9 0.000
H 3.60716 -3.07515 -2.98239 0.2 -0.8 -0.4 0.000
H 2.28742 -4.22220 -2.47739 0.0 0.1 -0.5 0.000
H 3.67642 -4.05548 -1.49639 0.2 0.6 0.4 0.000
H 3.10494 -1.62801 -1.24532 -0.5 0.7 0.1 0.000
H 0.62308 -0.94771 -2.20937 0.5 1.0 -0.2 0.000
H 0.58758 -2.43563 -3.00129 0.2 -0.4 0.1 0.000
H 2.70020 0.41341 -3.12395 -0.7 1.0 -0.6 0.000
H 3.30415 0.09242 -4.81611 -0.4 -0.4 0.1 0.000
H 3.75247 -0.74030 -3.25999 0.8 -0.7 -0.8 0.000
H 0.76300 -3.37614 -0.63572 -0.4 0.4 -1.1 0.000
H 2.19298 -3.42070 -0.10838 0.1 0.0 1.0 0.000
C 6.45153 2.72728 1.82769 1.2 -0.7 0.8 0.000
C 7.04321 1.70951 2.83886 1.0 -1.1 -0.1 0.000
C 8.48660 2.11218 3.41510 -1.7 -0.2 -0.8 0.000
O 9.44022 2.11461 2.38020 -1.0 0.3 -0.6 0.000
C 10.68898 2.57891 2.82215 -0.1 -0.9 0.6 0.000
N 6.08572 1.42841 3.94017 0.5 1.0 -1.2 0.000
H 7.20791 2.92135 1.06721 0.0 0.1 0.0 0.000
H 6.29154 3.64084 2.40033 -0.4 0.2 -0.3 0.000
H 5.56018 2.36522 1.31532 -0.1 0.0 0.4 0.000
H 7.18322 0.72107 2.40126 0.2 0.1 -0.6 0.000
H 8.78836 1.44025 4.21857 0.0 -0.7 0.0 0.000
H 8.37217 3.04627 3.96510 0.2 0.8 -0.4 0.000
H 10.82704 1.98974 3.72875 0.9 0.5 0.5 0.000
H 10.68012 3.65366 3.00365 0.1 0.0 0.1 0.000
H 11.47954 2.28701 2.13084 -0.3 0.2 -0.2 0.000
H 6.57821 0.82859 4.58653 -0.1 0.2 0.5 0.000
H 6.01278 2.37500 4.28476 -0.6 -0.1 1.3 0.000
```
Positions in Å, forces in eV/Å.